Formula: C26H49N4O4PdSSi
Source: the OMol25 dataset
Level of theory: wB97M-V/def2-TZVPD

Output
- Kohn-Sham gap (alpha / beta): 6.74 / 7.03 eV
- LUMO (alpha / beta): -0.138 / -0.129 hartree
- Energy relative to the best compared isomer or geometry (same formula, charge and spin): 153.1 kJ/mol
- Energy: -2355.64029 Ha

ORCA input file:
```
! RIJCOSX wB97M-V def2-TZVPD def2/J DEFGRID3
* xyz 1 1
Pd 0.79652 -0.50400 0.12422
N 2.37778 -1.77704 -0.33808
C 2.53647 -2.97217 0.52150
C 2.85027 -2.62563 1.96891
C 1.68307 -2.07946 2.78467
N 1.38518 -0.68813 2.40876
H 2.16977 -2.06000 -1.29250
H 3.22744 -1.22225 -0.35751
H 3.32911 -3.60344 0.11336
H 1.60198 -3.53019 0.45593
H 3.69023 -1.92027 2.00970
H 3.21086 -3.53655 2.44923
H 1.90230 -2.16776 3.85185
H 0.78792 -2.67271 2.58623
H 2.20735 -0.10295 2.52469
H 0.66628 -0.29559 3.00648
C -2.97079 -4.75286 -0.17328
C -2.98658 -3.86663 1.06438
C -1.72262 -4.05555 1.89184
C -4.22407 -4.13405 1.90430
O -3.06946 -2.47610 0.68671
Si -2.52700 -1.62782 -0.58309
S -0.44300 -2.02766 -0.98538
O -2.76674 -0.04863 -0.26660
C -2.45309 0.82500 0.81985
C -3.68563 1.68174 1.07107
C -1.29667 1.69859 0.35870
C -2.09833 0.04923 2.08177
O -3.36787 -2.05279 -1.89326
C -3.33103 -1.71571 -3.29786
C -2.79311 -0.30542 -3.48946
C -4.76865 -1.81633 -3.77997
C -2.45454 -2.74145 -4.00016
H -2.99506 -5.80379 0.11934
H -2.06821 -4.58712 -0.76518
H -3.83799 -4.54600 -0.79957
H -1.62958 -5.09396 2.21469
H -1.75560 -3.41985 2.77954
H -0.84512 -3.79583 1.29735
H -4.22066 -5.16093 2.27272
H -5.12581 -3.98016 1.31210
H -4.25225 -3.45789 2.75948
H -3.94784 2.24406 0.17502
H -3.50748 2.38494 1.88654
H -4.52998 1.04684 1.33826
H -1.57865 2.30697 -0.50111
H -0.43675 1.10552 -0.00765
H -0.92975 2.34689 1.15408
H -2.93151 -0.57486 2.39945
H -1.85105 0.74601 2.88621
H -1.24433 -0.61590 1.91794
H -3.40480 0.41809 -2.95048
H -2.80399 -0.04948 -4.55029
H -1.76454 -0.22714 -3.13114
H -5.40157 -1.10710 -3.24648
H -5.15614 -2.82065 -3.60872
H -4.82433 -1.59941 -4.84768
H -1.42582 -2.68419 -3.64205
H -2.45321 -2.56304 -5.07682
H -2.83394 -3.74744 -3.81790
C 5.22890 4.87518 0.38638
N 4.68020 3.61929 -0.11431
N 3.38352 3.25799 0.22185
C 3.25470 1.88483 0.11598
O 2.14759 1.32390 0.21925
C 4.56352 1.39860 -0.17878
C 5.39094 2.48422 -0.28560
C 6.86332 2.53825 -0.49244
C 2.31337 4.18809 0.06119
C 1.30270 4.21089 1.00824
C 0.25039 5.09933 0.84880
C 0.21978 5.96535 -0.23519
C 1.24248 5.93627 -1.17322
C 2.29077 5.03919 -1.03459
H 4.40582 5.52951 0.65547
H 5.81143 5.35705 -0.39551
H 5.85051 4.70528 1.26610
H 4.85046 0.37380 -0.33606
H 7.22822 1.56381 -0.80645
H 7.37412 2.81151 0.43281
H 7.12931 3.27254 -1.25219
H 1.34999 3.54003 1.85491
H -0.54322 5.12414 1.58414
H -0.59795 6.66385 -0.34771
H 1.22260 6.60514 -2.02292
H 3.07912 4.99200 -1.77480
*
```

***

Formula: C5H6O2
Source: the OMol25 dataset
Level of theory: wB97M-V/def2-TZVPD

Output
- Kohn-Sham gap: 8.86 eV
- LUMO: -0.036 hartree
- Energy relative to the best compared isomer or geometry (same formula, charge and spin): 294.5 kJ/mol
- SMILES: C=C=C=CC=O.O
- Energy: -344.48976 Ha

ORCA input file:
```
! RIJCOSX wB97M-V def2-TZVPD def2/J DEFGRID3
* xyz 0 1
C -1.83354 1.79985 0.31039
C -1.26951 0.61375 0.33502
C -0.69463 -0.52165 0.36447
C -0.06509 -1.68034 0.37423
C 0.99163 -1.99566 -0.62027
O 1.51054 -3.08744 -0.68545
H -1.56117 2.54547 -0.43398
H -2.59368 2.07527 1.03514
H -0.30148 -2.45150 1.10320
H 1.27985 -1.16372 -1.28620
O 1.88471 1.22057 -0.29687
H 1.12767 1.57079 -0.78632
H 1.52470 1.07461 0.58663
*
```

***

Formula: C38H31F4N7O3S2Sr
Source: the OMol25 dataset
Level of theory: wB97M-V/def2-TZVPD

Output
- Kohn-Sham gap: 4.66 eV
- LUMO: 0.136 hartree
- Energy: -3302.43624 Ha

ORCA input file:
```
! RIJCOSX wB97M-V def2-TZVPD def2/J DEFGRID3
* xyz -2 1
Sr 0.04118 0.17974 0.14377
C 2.00608 -2.65998 0.81965
N 1.85689 -1.29187 1.35112
C 3.14103 -0.60015 1.26888
C 1.39103 -1.39499 2.74243
C 0.93186 -0.08335 3.37682
N -0.25451 0.46465 2.73276
C -1.37893 0.72115 3.37842
C -2.40063 1.40857 2.64337
F -2.11101 1.76914 1.36290
C -3.63494 1.73067 3.13342
F -4.49865 2.38893 2.32498
C -4.02072 1.42141 4.43043
C -3.06192 0.76262 5.17746
F -3.36464 0.40797 6.44798
C -1.80937 0.43450 4.71024
F -0.99871 -0.23368 5.56975
H 2.68634 -3.25158 1.44710
H 2.40159 -2.61296 -0.19436
H 1.04833 -3.18124 0.82050
H 3.48468 -0.59978 0.23418
H 3.89382 -1.11159 1.89126
H 3.06358 0.43782 1.59588
H 2.20025 -1.83003 3.35560
H 0.57110 -2.11944 2.75672
H 1.74478 0.65322 3.29550
H 0.81804 -0.28097 4.44096
H -5.00109 1.64595 4.81633
C 0.03974 -3.71582 -2.63244
C -0.30065 -2.61939 -1.81300
N 0.37431 -1.49488 -1.78794
C 1.51047 -1.36919 -2.54205
C 1.93579 -2.42874 -3.36558
C 1.14552 -3.60315 -3.41017
C 3.17447 -2.35126 -4.05009
C 3.96094 -1.25501 -3.86312
C 3.53599 -0.17737 -3.06571
C 2.30168 -0.15400 -2.43058
N 1.82873 0.85526 -1.60962
C 2.26922 2.12522 -1.71158
C 2.86090 2.75129 -2.82074
C 3.26707 4.09142 -2.80540
C 3.11968 4.89517 -1.70777
C 2.46813 4.35258 -0.57364
C 2.22218 5.11933 0.58883
C 1.54199 4.58465 1.64177
C 1.07379 3.26046 1.52692
N 1.30041 2.52074 0.46908
C 2.01469 3.01540 -0.57687
H -0.51218 -4.63563 -2.52960
H -1.13397 -2.72267 -1.12615
H 1.48408 -4.43786 -4.01326
H 3.49665 -3.19025 -4.65437
H 4.93843 -1.19863 -4.33005
H 4.20880 0.65691 -2.93731
H 2.99716 2.18357 -3.72788
H 3.71948 4.49366 -3.70661
H 3.45535 5.92444 -1.69422
H 2.57922 6.14348 0.61971
H 1.33883 5.15033 2.54109
H 0.49328 2.78488 2.31215
C -3.87635 -2.11900 1.44130
C -4.94502 -1.49889 0.83808
C -4.71759 -0.51446 -0.12275
C -3.40857 -0.19616 -0.43924
N -2.36773 -0.77818 0.17440
C -2.58684 -1.71274 1.08987
C -3.06278 0.83076 -1.47427
C -4.02450 1.36639 -2.33138
C -3.63605 2.30922 -3.26623
C -2.30505 2.68740 -3.33957
C -1.40878 2.09376 -2.46399
N -1.78029 1.19915 -1.55524
H -3.98605 -2.91880 2.15928
H -5.96140 -1.76844 1.09887
H -5.55235 -0.01471 -0.59087
H -1.72576 -2.18839 1.54224
H -5.05353 1.04555 -2.28068
H -4.37061 2.73756 -3.93720
H -1.95536 3.41510 -4.05895
H -0.34918 2.32636 -2.48657
O 0.40737 -5.51614 -0.66830
S 0.02741 -5.92436 0.70343
O -0.60341 -7.24511 0.72317
O 1.16718 -5.81429 1.62234
S -1.38040 -4.53125 1.33439
*
```

***

Formula: C22H26N4O3
Source: the OMol25 dataset
Level of theory: wB97M-V/def2-TZVPD

Output
- Kohn-Sham gap: 8.48 eV
- LUMO: 0.028 hartree
- Energy relative to the best compared isomer or geometry (same formula, charge and spin): 184.9 kJ/mol
- SMILES: CC(C)COc1ccc(C(=O)N[C@@H](Cc2c[nH]c3ccccc23)C(=O)NN)cc1
- Energy: -1298.71679 Ha

ORCA input file:
```
! RIJCOSX wB97M-V def2-TZVPD def2/J DEFGRID3
* xyz 0 1
C 3.02453 5.85810 2.49716
C 2.28155 5.33630 1.27110
C 0.85709 5.88142 1.22048
C 2.26144 3.80587 1.27968
O 1.75118 3.36592 0.03735
C 1.56451 2.03874 -0.16289
C 1.01885 1.68094 -1.39927
C 0.74917 0.36456 -1.69644
C 1.02675 -0.63705 -0.76762
C 0.68107 -2.07012 -0.95373
O 1.24458 -2.96745 -0.35102
N -0.33354 -2.30967 -1.82194
C -1.01454 -3.57577 -1.86093
C -2.25750 -3.55308 -0.92555
C -1.85751 -3.04023 0.41649
C -1.36204 -3.76454 1.46118
N -0.98673 -2.93116 2.47645
C -1.20380 -1.63990 2.09602
C -0.95206 -0.44692 2.76127
C -1.27023 0.72591 2.11250
C -1.83942 0.71815 0.83666
C -2.09585 -0.46020 0.17490
C -1.76792 -1.66484 0.79769
C -1.48469 -3.83561 -3.28422
O -1.83601 -2.94887 -4.03935
N -1.53039 -5.13764 -3.63219
N -2.10406 -5.56665 -4.84748
C 1.61224 -0.28049 0.44104
C 1.87667 1.03826 0.75255
H 4.05082 5.49837 2.51181
H 3.04171 6.94484 2.49058
H 2.53080 5.52835 3.40906
H 2.81081 5.65161 0.36645
H 0.86714 6.96503 1.13353
H 0.33121 5.46746 0.36453
H 0.31570 5.61238 2.12547
H 3.27902 3.41744 1.42676
H 1.62576 3.44568 2.10032
H 0.80894 2.46589 -2.10907
H 0.34318 0.12199 -2.66764
H -0.82627 -1.54443 -2.25507
H -0.30622 -4.33485 -1.51559
H -2.66735 -4.56163 -0.85131
H -3.01173 -2.89814 -1.36685
H -1.25123 -4.82779 1.55576
H -0.55049 -3.22247 3.33416
H -0.51666 -0.44258 3.75006
H -1.08189 1.67252 2.59744
H -2.07600 1.65994 0.36401
H -2.54392 -0.45032 -0.80812
H -1.31507 -5.87733 -2.98124
H -1.36988 -5.68037 -5.54914
H -2.70554 -4.80661 -5.16891
H 1.84541 -1.06404 1.14573
H 2.31842 1.27506 1.70734
*
```

***

Formula: C4H13NO3
Source: the OMol25 dataset
Level of theory: wB97M-V/def2-TZVPD

Output
- Kohn-Sham gap: 10.22 eV
- LUMO: 0.024 hartree
- Energy relative to the best compared isomer or geometry (same formula, charge and spin): 278.4 kJ/mol
- SMILES: CCCNC=O.O.O
- Energy: -440.60918 Ha

ORCA input file:
```
! RIJCOSX wB97M-V def2-TZVPD def2/J DEFGRID3
* xyz 0 1
C -1.16189 -2.20462 0.61828
C -1.71538 -0.97641 1.40524
C -1.48612 0.35598 0.60157
N -1.93223 0.29982 -0.74629
C -1.11711 0.84143 -1.75115
O -0.01025 1.19163 -1.31427
H -0.07334 -2.26380 1.02004
H -1.16386 -2.11362 -0.42541
H -1.68369 -3.14034 0.78173
H -1.35122 -0.93083 2.47474
H -2.78334 -1.22722 1.40691
H -0.29176 0.48015 0.71379
H -1.70036 1.36703 1.03817
H -2.87607 -0.08686 -1.05894
H -1.48173 0.92213 -2.68104
O 3.23856 -0.71039 -0.93793
H 3.51242 -1.58155 -0.95233
H 2.65037 -0.60384 -1.58282
O 2.75082 1.57152 1.85893
H 3.53610 1.19723 1.41641
H 2.28194 1.36244 0.97538
*
```